This record from the OMol25 dataset describes the molecule C18H13F2N5O. The level of theory is wB97M-V/def2-TZVPD.

Geometry as XYZ:
```
39
C18H13F2N5O (wB97M-V/def2-TZVPD)
C 3.924 -1.186 1.175
C 4.333 -0.485 -0.076
N 5.344 -0.808 -0.934
O 5.118 0.081 -2.014
C 4.093 0.923 -1.800
C 3.656 2.017 -2.808
C 3.537 0.591 -0.566
C 2.462 1.349 -0.089
N 2.799 2.334 0.705
N 1.773 3.103 1.179
C 0.498 2.866 0.926
C 0.054 1.648 0.386
N -1.208 1.293 0.306
C -1.519 0.119 -0.234
N -2.861 -0.140 -0.543
C -3.735 -0.811 0.209
C -3.301 -1.514 1.285
C -4.177 -2.249 2.096
C -5.596 -2.200 1.786
F -6.375 -3.130 2.387
C -6.069 -1.426 0.693
C -5.084 -0.734 -0.053
F -5.357 0.039 -1.152
C -0.536 -0.786 -0.734
C 0.828 -0.370 -0.758
C 1.078 0.859 -0.182
H 3.064 -1.866 0.960
H 4.819 -1.696 1.745
H 3.703 -0.411 1.900
H 3.724 1.570 -3.785
H 4.279 2.988 -2.790
H 2.686 2.397 -2.486
H -0.131 3.652 1.266
H -3.369 0.644 -0.937
H -2.252 -1.421 1.681
H -3.747 -2.832 2.854
H -7.089 -1.654 0.493
H -0.924 -1.721 -1.029
H 1.557 -1.031 -1.059
```

* HOMO-LUMO gap: 7.64 eV
* energy above the lowest of the compared OMol25 structures with the same formula, charge and spin: 1.706 eV
* electronic energy: -1242.33989 hartree
* SMILES: Cc1noc(C)c1-c1nncc2nc(Nc3ccc(F)cc3F)ccc12
* HOMO level: -8.48 eV

---

This record from the OMol25 dataset describes a cluster of 12 separate species, C3H30NO11 in total. The level of theory is wB97M-V/def2-TZVPD.

Geometry as XYZ:
```
45
C3H30NO11 (wB97M-V/def2-TZVPD)
C 1.909 0.415 1.176
C 0.724 0.797 0.323
C -0.227 1.548 0.862
N 0.560 -0.087 -0.847
H 1.861 0.912 2.130
H 1.972 -0.668 1.310
H 2.857 0.655 0.698
H -1.228 1.717 0.510
H 0.063 2.095 1.749
H 1.256 -0.836 -0.944
H 0.608 0.448 -1.728
H -0.329 -0.616 -0.908
H -0.036 -1.946 3.393
H 1.466 -2.198 3.595
O 0.858 -1.676 3.153
H 0.688 -2.413 1.553
H 1.294 -3.576 0.758
O 0.937 -2.695 0.634
H 3.451 2.020 -2.112
H 1.984 2.137 -1.474
O 2.792 1.583 -1.556
H -0.653 -2.618 -0.111
H -1.946 -2.993 -0.621
O -1.387 -2.212 -0.617
H 4.209 -1.633 -1.240
H 3.487 -0.232 -1.211
O 3.367 -1.197 -1.239
H -3.579 1.688 2.178
H -3.443 0.523 1.137
O -3.015 1.320 1.494
H -0.679 4.059 0.299
H -1.954 3.862 -0.504
O -1.019 4.105 -0.608
H 0.011 3.633 -1.760
H 1.295 4.157 -2.299
O 0.760 3.371 -2.331
H -0.146 0.685 -3.912
H 1.032 -0.430 -4.008
O 0.321 -0.030 -3.495
H -2.904 -2.493 2.039
H -3.028 -3.835 2.883
O -2.419 -3.165 2.540
H -2.605 -1.372 0.448
H -4.156 -1.414 0.172
O -3.511 -1.427 0.867
```

* HOMO-LUMO gap: 10.52 eV
* energy above the lowest of the compared OMol25 structures with the same formula, charge and spin: 0.965 eV
* electronic energy: -1014.47578 hartree
* net charge: +1
* HOMO level: -12.85 eV

---

This record from the OMol25 dataset describes a structure of composition BCuH16O6. The level of theory is wB97M-V/def2-TZVPD.

Geometry as XYZ:
```
24
BCuH16O6 (wB97M-V/def2-TZVPD)
Cu 0.053 0.003 0.014
B -1.604 0.799 -1.481
H -1.278 -0.229 -1.525
H -0.902 1.442 -1.988
H -2.566 0.883 -1.963
H -1.632 1.165 -0.466
O -0.141 1.361 1.730
H -0.637 2.178 1.781
H 0.598 1.493 2.324
O -0.373 -2.216 -0.140
H -0.173 -2.676 -0.955
H -1.004 -2.781 0.306
O -1.798 -0.693 1.456
H -2.635 -1.131 1.609
H -1.667 -0.146 2.231
O 1.398 1.590 -0.701
H 0.992 2.446 -0.840
H 2.294 1.694 -1.021
O 1.391 -0.888 -1.724
H 2.102 -1.445 -1.407
H 1.781 -0.385 -2.439
O 1.733 -0.669 1.435
H 2.674 -0.606 1.604
H 1.394 -1.192 2.162
```

* HOMO-LUMO gap (spin up / spin down): 12.81 / 6.54 eV
* electronic energy: -2125.51531 hartree
* spin multiplicity: 3
* net charge: +2
* HOMO level (spin up / spin down): -19.63 / -19.57 eV

---

This record from the OMol25 dataset describes a cluster of 7 separate species, H14O6S in total. The level of theory is wB97M-V/def2-TZVPD.

Geometry as XYZ:
```
21
H14O6S (wB97M-V/def2-TZVPD)
O -0.063 0.958 -3.073
H -0.619 1.342 -2.383
H -0.023 0.021 -2.826
O -1.537 -4.042 3.193
H -1.931 -4.866 3.476
H -0.946 -4.210 2.455
O 3.071 0.782 -2.289
H 2.185 1.109 -2.399
H 3.677 0.778 -3.024
O -0.083 3.846 0.109
H 0.776 4.256 0.265
H -0.110 2.995 0.637
O 1.623 -0.449 -0.300
H 1.916 0.407 -0.718
H 2.398 -0.915 -0.657
O -0.310 1.211 1.974
H -0.735 0.340 2.102
H -0.801 1.683 2.654
S -2.447 -1.586 0.739
H -2.668 -2.744 0.074
H -3.375 -0.917 -0.010
```

* HOMO-LUMO gap: 10.22 eV
* energy above the lowest of the compared OMol25 structures with the same formula, charge and spin: 1.531 eV
* electronic energy: -857.98278 hartree
* SMILES: O.O.O.O.O.O.S
* HOMO level: -9.81 eV

---

It is found that the max |F| values, taken in the order of the records, are 4.9; 3.1; 5.9; 2.0 eV Å⁻¹.